Here is a 10-piece molecular cluster, C51H65NO6 overall in a non-equilibrium geometry from the Open Molecules 2025 dataset. Energies are from the ωB97M-V functional and the def2-TZVPD basis.

Output
gap between HOMO and LUMO	9.13	eV
HOMO level	-8.9	eV
calculated total energy	-2488.24814	Eh
F_max	2.33	eV Å⁻¹
SMILES string	C[N+](=O)[O-].c1ccccc1.c1ccccc1.c1ccccc1.c1ccccc1.c1ccccc1.c1ccccc1.c1ccccc1.COCCOC.COCCOC

Geometry as XYZ:
```
123
Properties=species:S:1:pos:R:3:lowdin_charge:R:1
C 16.0797 -6.1732 3.1353 0.03
N 15.6010 -5.6000 4.3939 -0.43
O 14.4948 -5.1151 4.3436 0.08
O 16.3378 -5.8001 5.3389 0.05
H 16.4083 -5.4302 2.4087 0.11
H 15.3106 -6.8382 2.7423 0.09
H 16.9529 -6.8111 3.2723 0.07
C 18.0652 -6.4882 9.3370 -0.06
C 17.9658 -6.2350 10.7008 -0.12
C 16.7726 -6.2908 11.3518 -0.08
C 15.6497 -6.7896 10.6779 -0.08
C 15.7303 -7.1227 9.3336 -0.08
C 16.9190 -6.8873 8.6209 -0.05
H 18.9979 -6.4755 8.7926 0.08
H 18.7744 -6.0079 11.3797 0.08
H 16.7282 -6.0687 12.4078 0.09
H 14.7042 -6.8130 11.1994 0.08
H 14.8638 -7.6316 8.9379 0.09
H 16.8283 -7.1705 7.5826 0.07
C 18.0531 -3.6754 16.5276 -0.10
C 18.2025 -4.9680 16.0249 -0.09
C 18.5453 -5.1484 14.6818 -0.08
C 18.7447 -3.9948 13.8546 -0.09
C 18.5456 -2.7458 14.3560 -0.09
C 18.2062 -2.5587 15.7169 -0.08
H 17.8544 -3.5817 17.5850 0.10
H 18.1355 -5.8243 16.6795 0.10
H 18.5875 -6.1323 14.2383 0.08
H 19.0080 -4.0674 12.8097 0.06
H 18.7112 -1.8963 13.7099 0.10
H 17.9719 -1.5989 16.1531 0.10
C 16.2478 -9.7348 4.2732 -0.08
C 15.6645 -9.1663 5.4000 -0.09
C 14.3712 -8.7018 5.4118 -0.11
C 13.6716 -8.7966 4.2544 -0.10
C 14.2096 -9.3776 3.0833 -0.09
C 15.4782 -9.9205 3.1372 -0.10
H 17.2892 -10.0058 4.3649 0.10
H 16.2758 -9.0609 6.2841 0.10
H 13.8575 -8.3825 6.3065 0.10
H 12.6567 -8.4274 4.2646 0.10
H 13.6375 -9.3778 2.1673 0.10
H 15.8515 -10.3820 2.2350 0.10
C 17.9606 -10.4556 16.1214 -0.09
C 16.8657 -11.3245 15.9933 -0.08
C 15.6907 -10.8117 15.4626 -0.12
C 15.5874 -9.4855 15.0887 -0.09
C 16.7357 -8.6403 15.1150 -0.07
C 17.9305 -9.2143 15.5255 -0.11
H 18.8931 -10.8707 16.4745 0.10
H 16.9709 -12.3678 16.2517 0.10
H 14.8406 -11.4427 15.2494 0.10
H 14.6166 -9.1427 14.7624 0.09
H 16.6100 -7.6260 14.7659 0.08
H 18.8148 -8.5942 15.5319 0.09
C 20.5684 -3.0132 10.6094 -0.07
C 21.5875 -2.1844 10.0763 -0.09
C 21.4166 -1.6307 8.8192 -0.13
C 20.2970 -1.8021 8.0277 -0.09
C 19.2822 -2.6428 8.5119 -0.08
C 19.4358 -3.2185 9.7828 -0.09
H 20.6162 -3.4950 11.5748 0.07
H 22.4691 -1.9883 10.6685 0.10
H 22.2062 -0.9709 8.4909 0.10
H 20.3333 -1.2061 7.1277 0.10
H 18.3971 -2.8530 7.9299 0.10
H 18.5893 -3.8309 10.0564 0.07
C 21.3464 -9.0931 11.8872 -0.07
C 21.5206 -8.7807 13.2198 -0.11
C 21.7825 -7.4905 13.5952 -0.12
C 21.7748 -6.4755 12.6893 -0.09
C 21.5963 -6.7819 11.3284 -0.10
C 21.4527 -8.0771 10.9123 -0.08
H 21.1271 -10.1201 11.6350 0.10
H 21.3116 -9.5877 13.9065 0.10
H 21.9836 -7.2347 14.6250 0.11
H 22.0411 -5.4728 12.9897 0.10
H 21.5752 -6.0033 10.5802 0.08
H 21.2892 -8.3793 9.8884 0.09
C 14.8268 -10.8855 11.3278 -0.09
C 13.8984 -9.8500 11.2947 -0.12
C 13.0719 -9.5962 10.2235 -0.08
C 13.1065 -10.5153 9.1122 -0.06
C 13.9107 -11.6757 9.2287 -0.08
C 14.7594 -11.8297 10.3401 -0.11
H 15.5018 -10.9487 12.1685 0.10
H 13.8557 -9.1710 12.1334 0.09
H 12.5047 -8.6771 10.2245 0.09
H 12.5569 -10.3166 8.2040 0.09
H 13.9228 -12.4701 8.4972 0.09
H 15.4023 -12.6870 10.4741 0.10
C 21.6868 -5.5382 7.5487 -0.10
O 20.8721 -6.6548 7.2762 -0.23
C 21.4870 -7.8604 6.7720 -0.16
C 20.2986 -8.8415 6.3985 -0.14
O 19.7724 -8.5959 5.0506 -0.20
C 19.3396 -7.2421 4.7301 -0.08
H 22.3178 -5.6250 8.4332 0.07
H 21.1269 -4.6421 7.8162 0.07
H 22.3806 -5.3264 6.7351 0.09
H 22.2699 -8.3417 7.3580 0.12
H 21.9358 -7.6662 5.7978 0.11
H 19.4883 -8.8778 7.1266 0.11
H 20.6281 -9.8799 6.3636 0.11
H 18.4513 -6.8581 5.2316 0.06
H 19.0410 -7.1133 3.6897 0.07
H 20.1854 -6.5638 4.8420 0.08
C 11.5470 -6.2183 12.4517 -0.10
O 11.8884 -6.1328 11.0781 -0.24
C 12.4984 -4.8709 10.7261 -0.16
C 12.8876 -5.0064 9.2675 -0.20
O 11.8150 -4.7538 8.3862 -0.16
C 12.0134 -5.3176 7.1377 -0.13
H 12.4884 -6.1925 13.0004 0.08
H 11.0991 -7.1854 12.6803 0.09
H 10.8542 -5.3994 12.6457 0.09
H 13.3026 -4.9606 11.4564 0.11
H 11.9193 -3.9754 10.9515 0.13
H 13.1112 -6.0600 9.0996 0.09
H 13.8236 -4.5470 8.9499 0.13
H 11.9963 -6.4072 7.1602 0.08
H 12.9165 -4.9863 6.6252 0.08
H 11.1680 -5.0547 6.5019 0.09
```

=====

Here is C19H29AsBr2FeN3O2 as an isolated structure in a non-equilibrium geometry from the Open Molecules 2025 dataset. Energies are from the ωB97M-V functional and the def2-TZVPD basis.

Output
total charge	+1
gap between HOMO and LUMO (alpha / beta)	7.26 / 7.13	eV
HOMO level (alpha / beta)	-9.6 / -9.7	eV
2S+1	5
calculated total energy	-9703.49834	Eh
F_max	4.21	eV Å⁻¹
⟨S²⟩	6.01

Geometry as XYZ:
```
57
Properties=species:S:1:pos:R:3:nbo_charge:R:1
Fe -13.6611 5.0125 9.5006 1.49
C -15.5463 2.3659 8.2912 -0.65
C -16.3610 3.6042 8.5748 0.25
C -17.7337 3.6436 8.3153 -0.26
C -18.4775 4.7891 8.5126 -0.09
C -17.7571 5.9529 8.9281 -0.14
C -18.3331 7.2522 9.0672 -0.07
Br -20.2649 7.5622 9.0303 0.05
C -17.5441 8.3495 9.3919 -0.23
C -16.1826 8.1899 9.6927 -0.19
Br -15.1978 9.7373 10.1146 0.07
C -15.5885 6.9147 9.8034 0.30
O -14.4617 6.6593 10.4210 -0.84
C -16.3551 5.8112 9.2401 0.18
N -15.6695 4.6630 9.0735 -0.58
H -16.1510 1.5603 7.8495 0.23
H -15.1173 1.9477 9.2073 0.23
H -14.7436 2.6492 7.6141 0.23
H -18.2083 2.7121 7.9843 0.23
H -19.5478 4.8479 8.2891 0.25
H -18.0103 9.3577 9.3895 0.25
C -13.3230 7.2428 5.9679 -0.99
As -11.9605 6.2778 6.9523 1.93
C -11.1527 7.5570 8.1064 -1.03
C -10.6152 5.2887 6.0077 -0.98
O -12.7213 4.9970 7.9290 -1.20
H -12.8873 7.6492 5.0189 0.27
H -13.7157 8.0815 6.6139 0.28
H -14.1476 6.5500 5.7341 0.27
H -10.5795 8.3758 7.5893 0.28
H -10.4329 7.0314 8.7758 0.26
H -11.9377 8.0345 8.7288 0.28
H -9.8118 5.9080 5.5995 0.26
H -11.0256 4.7080 5.1461 0.27
H -10.2480 4.6311 6.7979 0.27
C -10.1847 4.7129 14.6146 -0.62
C -11.6655 4.6660 14.2790 -0.21
N -11.9284 3.8734 13.0319 -0.41
C -11.9557 2.3904 13.1181 -0.22
C -10.8123 1.7653 12.3523 -0.63
C -12.2496 4.5281 11.8753 0.54
C -11.9187 5.9854 11.7263 -0.68
N -12.8636 3.8718 10.8873 -0.91
H -10.0024 5.5073 15.3676 0.23
H -9.5746 4.9858 13.7486 0.21
H -9.8248 3.7631 14.9954 0.22
H -12.1086 5.6514 14.1591 0.21
H -12.1853 4.2117 15.1052 0.21
H -12.8921 2.0059 12.7343 0.20
H -11.9163 2.1307 14.1851 0.22
H -10.7142 2.1782 11.3338 0.21
H -11.0493 0.6865 12.2257 0.23
H -9.8467 1.9228 12.8843 0.22
H -12.4911 6.5877 12.4103 0.26
H -12.1453 6.3610 10.7231 0.23
H -10.8598 6.1163 11.9279 0.24
H -12.9258 2.8891 11.0178 0.37
```

=====

Here is one molecule with the formula C5H7NO in a non-equilibrium geometry from the Open Molecules 2025 dataset. Energies are from the ωB97M-V functional and the def2-TZVPD basis.

Output
energy above the lowest of the compared OMol25 structures with the same formula, charge and spin	35.0	kcal per mole
gap between HOMO and LUMO	10.87	eV
HOMO level	-10.1	eV
calculated total energy	-324.66870	Eh
F_max	1.07	eV Å⁻¹
SMILES string	N#CCC1(O)CC1

Geometry as XYZ:
```
14
Properties=species:S:1:pos:R:3:nbo_charge:R:1
N 3.0796 1.1385 0.2924 -0.33
C 2.2413 0.4153 -0.0418 0.28
C 1.0996 -0.4238 -0.4412 -0.53
C -0.2141 0.2460 -0.0012 0.24
O -0.1444 1.6334 0.1386 -0.69
C -1.4953 -0.2328 -0.5867 -0.43
C -1.1750 -0.5386 0.8588 -0.44
H 1.2146 -1.4276 -0.0150 0.25
H 1.1361 -0.5810 -1.5241 0.25
H 0.6290 1.8524 0.6804 0.48
H -2.2355 0.5351 -0.7977 0.24
H -1.4702 -1.0461 -1.3061 0.21
H -0.9302 -1.5710 1.1132 0.21
H -1.7384 -0.0023 1.6162 0.23
```

=====

- Which value of calculated total energy does entry 3 give?
  -324.66870 Eh